The following is a quantum chemistry calculation of a molecular structure, C34H46N5PPtSSi2, from the Open Molecules 2025 dataset.

CARTESIAN COORDINATES (ANGSTROEM)
1 Pt 0.89 -0.31 -0.09
2 N -0.42 0.54 3.23
3 C -1.29 1.54 2.86
4 C -1.74 2.43 3.84
5 C -2.63 3.44 3.54
6 C -3.09 3.59 2.25
7 C -2.65 2.72 1.27
8 C -1.74 1.69 1.53
9 P -1.23 0.48 0.23
10 C -2.20 1.02 -1.21
11 C -3.14 0.18 -1.81
12 C -3.87 0.61 -2.91
13 C -3.67 1.88 -3.43
14 C -2.73 2.72 -2.85
15 C -2.00 2.28 -1.76
16 C -2.11 -1.03 0.80
17 C -3.08 -0.99 1.80
18 C -3.71 -2.16 2.22
19 C -3.39 -3.37 1.64
20 C -2.44 -3.42 0.62
21 C -1.80 -2.26 0.21
22 H -0.50 0.16 4.15
23 H 0.02 -0.04 2.53
24 H -1.37 2.30 4.85
25 H -2.96 4.11 4.33
26 H -3.80 4.37 2.00
27 H -3.06 2.83 0.27
28 H -3.31 -0.81 -1.42
29 H -4.59 -0.05 -3.37
30 H -4.23 2.21 -4.29
31 H -2.55 3.71 -3.25
32 H -1.28 2.96 -1.30
33 H -3.36 -0.05 2.26
34 H -4.45 -2.11 3.01
35 H -3.87 -4.28 1.97
36 H -2.19 -4.36 0.15
37 H -1.07 -2.30 -0.59
38 C 1.35 1.93 -2.50
39 Si 0.92 0.21 -3.16
40 C 2.55 -0.39 -3.86
41 C -0.30 0.41 -4.57
42 N 0.28 -0.92 -1.95
43 C 0.84 -2.19 -2.23
44 C 0.44 -2.95 -3.33
45 C 1.16 -4.07 -3.72
46 C 2.30 -4.43 -3.02
47 C 2.68 -3.71 -1.89
48 C 1.90 -2.64 -1.43
49 N 2.13 -1.96 -0.23
50 Si 2.37 -2.95 1.19
51 C 1.86 -4.74 0.90
52 C 4.16 -2.90 1.76
53 C 1.30 -2.47 2.67
54 H 2.17 1.85 -1.78
55 H 0.52 2.46 -2.03
56 H 1.69 2.54 -3.34
57 H 2.98 0.40 -4.49
58 H 2.45 -1.29 -4.46
59 H 3.25 -0.60 -3.06
60 H 0.10 1.11 -5.31
61 H -1.27 0.79 -4.23
62 H -0.47 -0.54 -5.07
63 H -0.43 -2.62 -3.89
64 H 0.84 -4.64 -4.59
65 H 2.90 -5.27 -3.34
66 H 3.57 -3.98 -1.34
67 H 2.51 -5.31 0.24
68 H 0.85 -4.77 0.48
69 H 1.83 -5.24 1.87
70 H 4.83 -3.26 0.97
71 H 4.32 -3.52 2.64
72 H 4.46 -1.87 2.00
73 H 0.25 -2.40 2.37
74 H 1.60 -1.54 3.16
75 H 1.38 -3.27 3.41
76 S 2.35 0.52 1.58
77 C 1.92 2.16 1.86
78 N 2.34 2.75 2.99
79 C 1.97 4.10 3.37
80 C 1.74 4.94 2.12
81 C 0.76 4.22 1.22
82 N 1.22 2.86 0.99
83 H 2.76 2.14 3.67
84 H 2.77 4.52 3.98
85 H 1.06 4.08 3.98
86 H 2.69 5.08 1.60
87 H 1.35 5.91 2.40
88 H 0.68 4.71 0.25
89 H -0.24 4.20 1.67
90 H 0.95 2.34 0.16

Calculated values
Electronic energy   -82586.7824 eV
Highest occupied orbital energy   -6.4 eV
Max |F|   0.005 Eh/bohr

=====

The following is a quantum chemistry calculation of a molecular structure, C24H52CoN7O2PS6 in a non-equilibrium geometry, from the Open Molecules 2025 dataset.

CARTESIAN COORDINATES (ANGSTROEM)
1 Co -0.04 0.04 -0.02
2 S -0.34 -1.06 7.23
3 C -0.26 -0.81 5.62
4 S -1.45 0.11 4.73
5 C -0.71 -0.06 3.15
6 C 0.46 -0.79 3.09
7 S 1.33 -1.13 1.69
8 S 1.02 -1.45 4.61
9 S -1.49 0.66 1.83
10 C -0.14 -4.70 -0.20
11 N -1.26 -4.29 -1.02
12 C -1.95 -5.39 -1.66
13 P -2.10 -2.97 -0.36
14 O -1.17 -1.83 -0.16
15 N -3.36 -2.67 -1.43
16 C -3.01 -2.49 -2.83
17 C -4.21 -1.58 -0.96
18 N -2.91 -3.37 1.04
19 C -3.90 -4.43 1.03
20 C -2.25 -3.20 2.32
21 H 0.65 -5.11 -0.83
22 H -0.41 -5.46 0.54
23 H 0.24 -3.83 0.33
24 H -1.35 -5.77 -2.49
25 H -2.91 -5.05 -2.04
26 H -2.13 -6.22 -0.97
27 H -2.23 -3.20 -3.11
28 H -2.65 -1.48 -3.04
29 H -3.89 -2.68 -3.44
30 H -4.55 -1.80 0.05
31 H -5.07 -1.50 -1.62
32 H -3.67 -0.62 -0.94
33 H -4.36 -4.48 0.05
34 H -4.67 -4.21 1.77
35 H -3.46 -5.40 1.27
36 H -1.45 -2.47 2.20
37 H -1.83 -4.14 2.69
38 H -2.97 -2.83 3.06
39 C 1.28 3.46 -2.31
40 N 2.27 2.42 -2.39
41 C 2.44 1.91 -3.73
42 C 2.66 1.78 -1.26
43 S 1.69 1.87 0.14
44 N 3.87 1.20 -1.19
45 C 4.31 0.58 0.03
46 C 4.92 1.45 -2.15
47 H 1.47 4.17 -3.12
48 H 1.36 3.97 -1.36
49 H 0.27 3.06 -2.42
50 H 1.45 1.75 -4.17
51 H 2.97 0.96 -3.73
52 H 2.97 2.63 -4.35
53 H 3.48 0.12 0.56
54 H 4.75 1.32 0.70
55 H 5.05 -0.19 -0.20
56 H 4.71 2.34 -2.74
57 H 5.08 0.60 -2.81
58 H 5.85 1.62 -1.60
59 C -1.92 1.81 -4.38
60 C -3.01 2.08 -3.34
61 N -2.59 2.93 -2.24
62 C -3.01 4.32 -2.31
63 C -2.02 5.20 -3.07
64 C -1.80 2.45 -1.26
65 C -1.52 3.36 -0.10
66 N -1.31 1.25 -1.25
67 H -2.34 1.22 -5.19
68 H -1.08 1.27 -3.95
69 H -1.55 2.75 -4.80
70 H -3.39 1.13 -2.94
71 H -3.85 2.57 -3.84
72 H -3.18 4.72 -1.31
73 H -3.98 4.35 -2.83
74 H -1.06 5.23 -2.56
75 H -2.41 6.21 -3.15
76 H -1.87 4.82 -4.07
77 H -2.46 3.55 0.43
78 H -1.09 4.31 -0.41
79 H -0.84 2.87 0.59
80 H -1.62 0.69 -2.04
81 C 0.86 -2.73 -3.23
82 C 2.23 -2.93 -2.60
83 C 2.22 -1.93 -1.44
84 O 1.22 -0.94 -1.73
85 C 0.60 -1.25 -2.97
86 H 0.11 -3.33 -2.71
87 H 0.84 -2.97 -4.29
88 H 3.02 -2.69 -3.32
89 H 2.38 -3.95 -2.25
90 H 3.18 -1.42 -1.33
91 H 1.96 -2.41 -0.50
92 H 1.06 -0.64 -3.76
93 H -0.46 -1.02 -2.89

Calculated values
Electronic energy   -152183.0537 eV
Highest occupied orbital energy (alpha / beta)   -9.3 / -10.3 eV
2S+1   5
Max |F|   0.024 Eh/bohr
Charge   +1

=====

The following is a quantum chemistry calculation of 2 unconnected molecules or ions with the total composition C9H7NO2 in a non-equilibrium geometry, from the Open Molecules 2025 dataset.

CARTESIAN COORDINATES (ANGSTROEM)
1 C -1.14 -1.44 -0.38
2 C -0.31 -2.56 0.06
3 C 0.95 -2.34 0.58
4 C 1.49 -1.10 0.43
5 C 0.64 -0.01 0.02
6 C 1.35 1.40 0.15
7 C -0.91 2.36 0.10
8 C -1.51 1.25 -0.56
9 C -0.74 -0.09 -0.20
10 H -3.10 -2.64 0.25
11 H -0.76 -3.50 0.06
12 H 1.65 -3.13 0.99
13 H 2.53 -0.92 0.31
14 H 0.79 3.55 0.26
15 H -1.58 3.32 0.26
16 H -2.64 1.17 -0.41
17 N 0.42 2.51 0.07
18 O -2.36 -1.64 -1.05
19 O 2.52 1.61 0.63

Calculated values
Electronic energy   -15024.9216 eV
Highest occupied orbital energy   -8.2 eV
Max |F|   0.107 Eh/bohr

=====

The following is a quantum chemistry calculation of a single C2H4N4O molecule in a non-equilibrium geometry, from the Open Molecules 2025 dataset.

CARTESIAN COORDINATES (ANGSTROEM)
1 C -0.72 1.10 0.12
2 C 1.07 -0.37 -0.12
3 N 0.42 1.77 0.09
4 N 1.48 0.93 -0.14
5 N -0.54 -0.19 0.04
6 N -1.45 -1.18 0.01
7 O 1.63 -1.43 -0.06
8 H -1.70 1.56 0.42
9 H 2.40 1.17 -0.44
10 H -1.45 -1.66 0.89
11 H -1.13 -1.69 -0.80

Calculated values
Electronic energy   -10144.8880 eV
SMILES string   Nn1cn[nH]c1=O
Highest occupied orbital energy   -8.6 eV
Max |F|   0.096 Eh/bohr